[1]
# C28H31O4PS4Se2V

C28H31O4PS4Se2V as an isolated structure in a non-equilibrium geometry (ωB97M-V with the def2-TZVPD basis set, the OMol25 dataset).

Last column: Mulliken charge in e.
Cartesian coordinates (Å):
Se  2.89879  0.68487  1.75378  -0.259
Se  1.46509  -1.16923  -1.06702  -0.480
V  -0.11471  0.55017  -0.41932  0.389
S  0.26499  2.62647  1.50238  0.189
S  -2.06071  2.11277  -0.99522  0.227
S  1.23739  2.11247  -1.49552  0.125
S  -2.50571  1.47837  2.30208  0.094
P  2.94739  -1.06083  0.54648  0.295
O  -6.79851  -3.16123  -2.14642  -0.485
O  -1.48811  -0.69013  0.28558  -0.988
O  -5.44661  -2.52133  -3.90142  -0.494
O  -1.22311  -0.36853  -1.83112  -0.756
C  1.75549  -3.48423  1.33008  -0.167
C  4.82459  -1.65513  -1.46922  -0.346
C  -4.80671  -2.26133  -2.71652  0.842
C  4.63169  -1.20683  -0.17102  0.880
C  -3.99331  -1.93473  -0.10732  -0.469
C  -3.17511  -1.54573  -1.16482  -0.037
C  -2.88951  3.27717  0.15198  -0.548
C  3.51399  -2.65123  2.74588  -0.485
C  5.71429  -0.75003  0.56948  -0.450
C  2.72629  -2.53493  1.60848  0.856
C  -3.57331  -1.70713  -2.50202  -0.998
C  6.09009  -1.61993  -2.02722  -0.655
C  0.98709  4.03907  0.57688  -0.640
C  7.16649  -1.14873  -1.29312  -0.435
C  1.88429  3.53407  -0.53392  -0.959
C  -1.89281  -0.86883  -0.88482  1.244
C  -0.68001  3.58277  2.75378  -0.929
C  2.38649  -4.69123  3.30378  -0.424
C  1.58879  -4.56323  2.17848  -0.684
C  -3.58661  2.52817  1.27178  -0.969
C  -6.70551  -3.05143  -3.55162  -0.249
C  0.04969  2.86547  -2.66502  -1.010
C  -1.26071  3.36457  -2.08352  -0.879
C  6.97889  -0.72533  0.01198  -0.710
C  -5.62911  -2.64993  -1.65292  1.061
C  -1.72001  2.69427  3.41598  -0.944
C  3.34449  -3.73143  3.59108  -0.697
C  -5.24371  -2.49683  -0.33992  -1.136
H  0.16819  4.64637  0.18158  0.247
H  8.14829  -1.10163  -1.74232  0.375
H  -4.31531  1.82817  0.85988  0.388
H  4.24009  -1.88313  2.97068  0.269
H  -3.63421  -1.78323  0.90098  0.534
H  -7.49721  -2.38073  -3.92462  0.246
H  2.11219  4.32927  -1.24502  0.499
H  -1.96011  3.56667  -2.89952  0.569
H  -6.82761  -4.04243  -4.01172  0.248
H  2.25489  -5.53773  3.96138  0.374
H  -1.13681  4.44447  2.26358  0.368
H  -2.14111  3.96727  0.53748  0.066
H  1.56589  4.63817  1.28368  0.604
H  0.04409  3.93287  3.49218  0.536
H  -5.89581  -2.79343  0.46558  0.435
H  3.97719  -2.01163  -2.04152  0.318
H  -4.09721  3.23217  1.92928  0.492
H  -0.14571  2.04177  -3.35672  0.363
H  -2.93281  -1.39693  -3.31192  0.527
H  -1.11251  4.27837  -1.50722  0.393
H  6.23179  -1.94713  -3.04642  0.388
H  2.81449  3.13937  -0.11992  0.319
H  1.13079  -3.37283  0.45118  0.233
H  0.82989  -5.30033  1.95988  0.401
H  3.95369  -3.81953  4.47888  0.379
H  -3.62731  3.82827  -0.43272  0.529
H  -2.50101  3.29847  3.87988  0.397
H  -1.24631  2.06557  4.17088  0.389
H  5.55619  -0.38133  1.57298  0.258
H  0.56779  3.66947  -3.19272  0.556
H  7.81299  -0.35593  0.59178  0.381

Forces on atoms 1 to 3 (eV/Å):
Se -0.08 0.04 0.00
Se 1.28 -1.12 -0.06
V 0.14 1.47 1.49

## Properties
* energy above the lowest of the compared OMol25 structures with the same formula, charge and spin: 151.7 kJ/mol
* multiplicity: 4
* gap between HOMO and LUMO (spin up / spin down): 6.8991 / 7.2198 eV
* <S²>: 3.761
* E_tot: -246741.5745 eV

=====

[2]
# C28H32AuBrN3O2

C28H32AuBrN3O2 as an isolated structure in a non-equilibrium geometry (ωB97M-V with the def2-TZVPD basis set, the OMol25 dataset).

Last column: Mulliken charge in e.
Cartesian coordinates (Å):
Au  0.32660  1.60064  -1.43535  0.800
Br  0.28760  1.51144  1.49555  -0.256
O  -1.62320  1.85914  -1.41915  -0.604
O  0.42940  -0.36136  -1.16565  -1.141
N  0.25840  3.49034  -1.60655  0.689
N  -0.94650  4.03904  -1.53725  -1.067
N  2.25940  1.88354  -1.46495  -0.190
C  0.28190  -3.26726  -1.36045  2.080
C  -3.30510  3.51364  -1.37965  0.566
C  1.53340  5.59034  -1.35675  -1.382
C  1.54170  -4.15696  -1.36295  -1.567
C  -6.01610  4.11984  -1.32225  -0.372
C  1.45470  4.11174  -1.48355  0.866
C  0.27150  -2.50916  2.37295  -0.569
C  0.27640  -3.21146  3.70725  1.684
C  0.26400  -1.11216  2.38645  -0.427
C  0.28910  -2.44486  -0.07835  -0.343
C  -0.97850  -4.15486  -1.36115  -1.666
C  -5.60450  2.79124  -1.31865  -0.647
C  2.55550  3.24174  -1.44155  0.561
C  -0.97640  -2.75456  4.47925  -1.594
C  0.27990  -4.73416  3.57625  -2.033
C  0.27210  -3.12936  1.12555  -0.364
C  -3.72540  4.84794  -1.34415  -0.260
C  -1.90270  3.15184  -1.45425  0.353
C  0.27660  -2.48736  -2.67725  -2.028
C  0.28460  -0.39006  1.22815  -0.178
C  4.90330  2.67754  -1.31045  -0.339
C  -5.07250  5.14224  -1.31925  -0.694
C  4.55890  1.31064  -1.33935  -0.810
C  -4.26080  2.48774  -1.34275  -0.413
C  0.32510  -1.00216  -0.05735  1.867
C  3.91600  3.62314  -1.35765  -0.826
C  3.23600  0.97044  -1.41785  0.063
C  1.53290  -2.75136  4.47305  -1.583
H  1.57620  -3.22996  5.44705  0.451
H  5.31780  0.54784  -1.30245  0.456
H  2.06410  5.85704  -0.44305  0.385
H  -6.33650  1.99614  -1.30055  0.415
H  1.16510  -5.07936  3.04805  0.402
H  2.07020  6.02334  -2.19945  0.379
H  1.55180  -4.76636  -2.26235  0.462
H  -1.01760  -3.23476  5.45235  0.450
H  1.53100  -1.67696  4.62965  0.335
H  -1.01910  -4.81826  -0.50325  0.295
H  -0.60440  -5.08286  3.04915  0.402
H  2.43130  -3.00776  3.91765  0.358
H  -0.97400  -1.68066  4.63895  0.328
H  0.26150  -4.20526  1.09875  0.442
H  -7.06980  4.35844  -1.32455  0.405
H  0.24730  -0.57196  3.31645  0.401
H  -3.93200  1.46024  -1.33925  0.463
H  1.57760  -4.81916  -0.50375  0.313
H  0.24400  -3.19626  -3.50225  0.549
H  2.43750  -3.53986  -1.35915  0.317
H  -1.87170  -3.53476  -1.35925  0.394
H  5.94160  2.96584  -1.26505  0.455
H  -2.98560  5.63144  -1.33195  0.459
H  0.28130  -5.19506  4.56015  0.426
H  1.17000  -1.88106  -2.79715  0.231
H  4.14920  4.67404  -1.34125  0.434
H  -1.87570  -3.00886  3.92465  0.364
H  0.53020  6.00604  -1.32955  0.334
H  2.90990  -0.05926  -1.43015  0.468
H  -5.39560  6.17284  -1.29775  0.402
H  -0.98840  -4.76436  -2.26075  0.464
H  -0.59060  -1.83756  -2.75965  0.389

Forces on atoms 1 to 3 (eV/Å):
Au -0.84 -1.74 0.36
Br 0.02 -0.01 0.14
O -0.83 0.08 -0.11

## Properties
* multiplicity: 1
* charge: +1
* gap between HOMO and LUMO: 4.8442 eV
* E_tot: -111847.7287 eV

=====

[3]
# C28H32AuN7SSe

C28H32AuN7SSe as an isolated structure in a non-equilibrium geometry (ωB97M-V with the def2-TZVPD basis set, the OMol25 dataset).

Last column: Mulliken charge in e.
Cartesian coordinates (Å):
Au  0.01220  0.07542  -2.07926  0.617
Se  0.01230  -2.33458  -0.85006  -0.127
S  0.01420  0.59272  0.86904  -0.093
N  1.20330  0.38312  3.16504  -0.030
N  0.15480  -4.74998  -2.56256  0.204
N  -1.16330  0.25552  3.16264  -0.039
N  2.06990  0.52702  -2.08926  -0.194
N  -0.22250  -5.12478  -0.45476  0.184
N  0.00800  2.29692  -2.06366  -0.470
N  -2.04680  0.51722  -2.08416  -0.224
C  -2.92270  4.55562  -1.69396  -1.307
C  3.04160  -0.35888  -2.07526  0.122
C  0.01900  0.38912  2.56684  -0.166
C  2.92970  4.56772  -1.69286  -1.310
C  -1.57870  0.59592  4.51724  -0.380
C  1.61400  4.16262  -1.88756  -0.618
C  0.06100  -6.10398  -2.39296  -0.380
C  -3.64900  2.26202  -1.71406  1.138
C  3.94470  3.65342  -1.57196  -0.901
C  -2.30930  1.83512  -1.92266  0.120
C  -4.35370  -0.03248  -1.87726  -0.933
C  -3.93460  3.63652  -1.57176  -0.885
C  2.32700  1.84572  -1.92606  0.119
C  -4.66720  1.28822  -1.67956  -0.446
C  -0.43850  -4.90248  0.94734  -0.916
C  -1.60590  4.15522  -1.88956  -0.626
C  4.68610  1.30722  -1.67636  -0.439
C  3.66500  2.27772  -1.71476  1.101
C  -0.02230  -4.15538  -1.36896  -0.124
C  -2.12000  -0.61488  5.26864  -1.102
C  1.24970  2.81032  -1.96746  1.313
C  4.37830  -0.01418  -1.87586  -0.927
C  2.11890  1.19972  5.29234  -1.072
C  1.59360  -0.00028  4.51134  -0.396
C  -1.23630  2.80452  -1.96636  1.284
C  -0.17210  -6.33588  -1.07756  -0.331
C  -3.01530  -0.37258  -2.07206  0.016
C  0.40620  -4.09838  -3.81836  -0.738
H  0.75120  -0.46998  5.01484  0.126
H  -2.95580  -1.05698  4.73214  0.344
H  -5.11050  -0.79858  -1.89126  0.441
H  -4.94990  3.94912  -1.38896  0.433
H  -0.87150  4.93362  -1.98296  0.314
H  -2.36600  1.35292  4.43544  0.375
H  4.95910  3.97002  -1.38866  0.431
H  2.38390  -0.75288  4.41964  0.374
H  -2.71990  -1.40178  -2.22036  0.348
H  2.75010  -1.38908  -2.22266  0.221
H  1.35250  1.96092  5.42144  0.272
H  -1.35810  -1.37848  5.40904  0.268
H  -3.13440  5.61222  -1.63586  0.426
H  2.96280  1.64952  4.77454  0.348
H  5.13750  -0.77778  -1.88596  0.438
H  1.97810  0.58982  2.54844  0.222
H  5.70160  1.62872  -1.50286  0.480
H  -0.44180  -3.47378  -4.10516  0.306
H  2.45560  0.88522  6.27514  0.353
H  -1.93170  0.15242  2.51204  0.243
H  1.30030  -3.47658  -3.75136  0.276
H  0.41710  -4.37288  1.37314  0.372
H  -0.56670  -5.85638  1.45344  0.306
H  -1.32910  -4.28648  1.09164  0.363
H  0.56020  -4.85798  -4.58136  0.286
H  3.13680  5.62562  -1.63356  0.428
H  0.16690  -6.78728  -3.20976  0.449
H  -0.74620  1.05162  5.04954  0.138
H  0.87640  4.93812  -1.97606  0.298
H  -2.47450  -0.30528  6.24714  0.359
H  -0.30060  -7.26038  -0.55186  0.439
H  -5.68460  1.60642  -1.51236  0.478

Forces on atoms 1 to 3 (eV/Å):
Au -0.04 2.59 0.14
Se 0.07 0.89 0.38
S -0.03 0.21 -0.41

## Properties
* energy above the lowest of the compared OMol25 structures with the same formula, charge and spin: 0.0 kJ/mol
* multiplicity: 1
* charge: +2
* gap between HOMO and LUMO (spin up / spin down): 4.3686 / 4.3494 eV
* E_tot: -119846.2722 eV